Molecular formula: C40H52N9O4P
Method: DFT, the ωB97M-V functional and the def2-TZVPD basis

Each line ends with the Löwdin charge.
CARTESIAN COORDINATES (ANGSTROEM)
P: -2.336 1.688 1.454  0.82
O: -1.180 -0.601 0.275  -0.02
O: 0.005 -0.319 2.229  0.08
O: -1.557 -1.915 2.106  0.22
O: -3.074 2.662 0.594  -0.45
N: 4.821 2.011 -6.100  0.00
N: 2.199 -0.494 -2.704  0.02
N: 4.300 4.409 3.664  0.00
N: -3.368 -2.462 -1.045  0.00
N: -5.243 3.803 -0.969  0.01
N: 5.054 -2.524 -0.760  0.01
N: -6.165 -5.915 3.476  0.01
N: -5.649 -2.523 2.801  0.00
N: 7.316 1.054 0.858  0.00
C: 0.941 -0.075 -2.377  -0.14
C: -6.865 -2.170 0.982  -0.09
C: 1.553 0.886 -4.312  -0.11
C: 8.611 0.910 1.274  -0.14
C: -7.730 -2.193 2.109  -0.10
C: -5.323 -7.930 3.106  -0.12
C: -7.306 4.138 -1.708  -0.12
C: -5.152 3.963 -2.322  -0.15
C: -1.006 0.818 0.463  -0.32
C: 0.329 0.705 1.280  -0.34
C: -6.953 -2.416 3.215  -0.17
C: -6.346 -8.038 4.083  -0.12
C: -6.551 3.903 -0.586  -0.14
C: 6.824 2.666 -6.782  -0.11
C: -5.590 -2.380 1.440  -0.13
C: 5.794 2.959 -5.927  -0.14
C: -3.643 -3.786 -0.835  -0.17
C: -5.233 -6.608 2.754  -0.14
C: 5.923 -2.045 0.181  -0.15
C: -0.980 -1.066 1.587  -0.56
C: 2.904 5.227 5.178  -0.12
C: 3.981 -2.570 1.180  -0.10
C: -6.844 -6.778 4.292  -0.14
C: 7.104 2.347 0.464  -0.15
C: 5.288 -2.064 1.396  -0.11
C: -4.182 -1.978 -2.034  -0.13
C: 3.738 5.531 3.114  -0.15
C: 2.865 6.058 4.028  -0.12
C: 8.275 3.039 0.639  -0.11
C: 5.224 1.112 -7.051  -0.15
C: 0.934 2.055 1.769  -0.02
C: -6.417 4.176 -2.811  -0.12
C: -4.647 -4.150 -1.693  -0.10
C: 0.509 0.781 -3.356  -0.10
C: 3.864 -2.842 -0.158  -0.15
C: 2.584 0.090 -3.879  -0.14
C: 9.232 2.126 1.153  -0.11
C: 6.462 1.494 -7.496  -0.11
C: -4.989 -3.002 -2.455  -0.11
C: 3.799 4.221 4.924  -0.15
H: 7.045 0.988 -8.249  0.09
H: -2.677 -1.927 -0.549  0.10
H: -5.087 -5.132 -1.767  0.09
H: -4.720 -8.731 2.707  0.09
H: 6.142 2.663 0.096  0.10
H: -6.832 3.799 0.449  0.10
H: 0.465 -0.425 -1.476  0.08
H: 2.340 5.353 6.088  0.09
H: 5.257 -2.625 -1.740  0.15
H: -6.679 -8.937 4.577  0.09
H: 3.554 -0.112 -4.305  0.10
H: 5.668 3.757 -5.214  0.10
H: 0.764 2.187 2.851  0.09
H: -7.621 -6.422 4.948  0.10
H: -1.661 2.403 2.488  0.04
H: -8.800 -2.062 2.106  0.09
H: 6.625 0.322 0.843  0.10
H: 2.010 2.028 1.517  0.09
H: 1.549 1.479 -5.213  0.09
H: -8.376 4.266 -1.732  0.08
H: 3.947 1.980 -5.605  0.11
H: -7.211 -2.506 4.258  0.11
H: -0.448 1.279 -3.383  0.10
H: 0.449 2.858 1.178  0.09
H: -7.145 -2.019 -0.047  0.09
H: -4.590 -6.102 2.052  0.10
H: 4.122 3.389 5.528  0.10
H: 6.918 -1.733 -0.095  0.11
H: -3.102 -4.352 -0.094  0.11
H: 4.008 5.854 2.122  0.10
H: -5.742 -2.936 -3.224  0.09
H: 1.024 0.337 0.492  0.14
H: -0.756 1.450 -0.408  0.14
H: -4.652 -2.438 0.921  0.07
H: 8.978 -0.043 1.621  0.11
H: 2.755 -1.133 -2.162  0.12
H: 5.714 -1.749 2.336  0.10
H: -4.117 -0.949 -2.350  0.11
H: 2.266 6.943 3.889  0.09
H: 4.976 3.817 3.213  0.14
H: 3.040 -3.234 -0.733  0.11
H: -4.463 3.635 -0.347  0.08
H: -6.326 -4.922 3.416  0.11
H: 3.213 -2.717 1.922  0.09
H: -3.279 0.776 1.996  0.05
H: -4.198 3.914 -2.821  0.10
H: 4.595 0.282 -7.329  0.10
H: 10.259 2.337 1.404  0.09
H: -6.674 4.340 -3.846  0.08
H: 7.737 3.230 -6.883  0.09
H: 8.429 4.084 0.421  0.09
H: -4.860 -2.684 3.403  0.14

Values from the calculation:
electronic energy	-73210.201	eV
HOMO energy	-7.76	eV
molar mass	753.89	g mol⁻¹
multiplicity	1
SMILES	C[C@H]1OC(=O)O[C@H]1[PH2]=O.c1cc[nH]c1.c1cc[nH]c1.c1cc[nH]c1.c1cc[nH]c1.c1cc[nH]c1.c1cc[nH]c1.c1cc[nH]c1.c1cc[nH]c1.c1cc[nH]c1
gap between HOMO and LUMO	7.54	eV



Molecular formula: C40H53N2O2P2Pd
Method: DFT, the ωB97M-V functional and the def2-TZVPD basis

Each line ends with the Löwdin charge.
CARTESIAN COORDINATES (ANGSTROEM)
Pd: 0.179 0.210 -0.330  0.69
P: 2.481 0.536 0.086  1.07
P: -2.099 0.537 -0.012  1.06
O: 0.101 -1.838 -0.695  -0.21
O: -0.065 -4.484 2.467  -0.10
N: 1.103 -4.343 0.121  0.14
N: 0.141 2.237 -0.155  -0.11
C: -0.272 -4.392 0.134  -0.18
C: 4.510 5.136 1.988  -0.05
C: -2.414 -4.617 -0.948  -0.07
C: -1.045 -4.451 -1.024  -0.01
C: 4.051 0.418 -0.912  -0.51
C: 2.059 4.899 1.498  -0.03
C: -4.875 -0.281 -0.131  -0.09
C: 1.159 2.926 0.421  -0.31
C: -2.216 2.251 -0.611  -0.28
C: 2.430 2.309 0.543  -0.31
C: -0.601 -4.799 3.732  -0.06
C: 3.797 1.259 -2.160  -0.11
C: -0.909 -4.517 1.390  -0.20
C: 2.257 -2.327 -4.179  -0.07
C: -3.489 -0.474 -0.739  -0.50
C: -0.949 2.885 -0.664  -0.32
C: -3.032 -4.734 0.285  -0.07
C: -2.214 0.697 1.851  -0.52
C: -3.340 2.947 -1.027  -0.06
C: 3.340 4.347 1.497  -0.28
C: -2.279 -4.690 1.450  -0.01
C: 4.425 -1.013 -1.278  -0.09
C: 0.988 4.212 0.977  -0.02
C: 2.791 -0.252 1.751  -0.50
C: -2.018 -0.701 2.439  -0.12
C: 2.400 -3.237 -3.165  -0.04
C: 2.514 -1.749 1.628  -0.13
C: 3.493 3.033 1.054  -0.05
C: -3.250 4.230 -1.558  -0.28
C: 1.787 0.360 2.724  -0.11
C: 1.647 -3.158 -1.965  -0.17
C: -1.985 4.799 -1.716  -0.03
C: 1.906 -4.077 -0.943  0.04
C: 1.368 -1.255 -4.031  -0.05
C: -3.475 -0.242 -2.252  -0.10
C: -4.469 5.003 -1.934  -0.05
C: 0.732 -2.045 -1.808  -0.37
C: -0.858 4.150 -1.273  -0.03
C: -3.425 1.433 2.411  -0.09
C: 0.621 -1.127 -2.881  -0.04
H: -1.141 -1.175 1.983  0.05
H: 2.836 -4.631 -0.973  0.15
H: 4.631 1.181 -2.854  0.08
H: -0.097 -0.296 -2.771  0.10
H: 1.277 -0.530 -4.824  0.12
H: -1.021 -5.811 3.743  0.11
H: 3.274 -2.260 1.043  0.05
H: -4.567 5.869 -1.281  0.09
H: 1.967 1.422 2.874  0.08
H: 5.287 5.173 1.226  0.08
H: -4.398 5.378 -2.952  0.08
H: -4.331 0.839 2.338  0.06
H: 3.630 -1.488 -1.846  0.05
H: 1.554 -1.885 1.124  0.04
H: -3.576 2.375 1.887  0.07
H: 0.774 0.223 2.313  0.04
H: -2.766 -4.815 2.403  0.11
H: 4.624 -1.608 -0.391  0.06
H: -0.547 -4.420 -1.979  0.12
H: -4.948 -0.784 0.829  0.07
H: -4.317 2.503 -0.920  0.10
H: 3.105 -4.051 -3.263  0.12
H: -3.854 0.745 -2.511  0.07
H: -2.882 -1.330 2.237  0.07
H: 2.821 -2.431 -5.095  0.11
H: -5.623 -0.713 -0.794  0.09
H: -1.366 -4.078 4.035  0.10
H: -5.362 4.393 -1.840  0.07
H: -4.096 -4.894 0.351  0.11
H: -1.873 -0.651 3.518  0.09
H: 2.894 0.908 -2.665  0.06
H: -4.092 -0.985 -2.756  0.09
H: 4.474 2.582 1.112  0.11
H: 3.662 2.307 -1.892  0.07
H: -1.320 1.301 2.088  0.10
H: 1.898 5.881 1.919  0.12
H: 4.934 4.665 2.874  0.08
H: 5.325 -1.009 -1.890  0.09
H: -2.456 -0.333 -2.633  0.06
H: 4.215 6.152 2.238  0.08
H: -1.893 5.774 -2.171  0.12
H: -3.258 1.660 3.464  0.09
H: -5.117 0.768 0.006  0.06
H: 2.457 -2.223 2.604  0.08
H: 1.531 -4.649 0.986  0.16
H: 0.121 4.584 -1.423  0.12
H: 0.240 -4.749 4.422  0.10
H: 3.817 -0.064 2.082  0.12
H: -0.005 4.638 1.009  0.12
H: -3.160 -1.508 -0.561  0.09
H: 4.859 0.861 -0.319  0.11
H: -2.991 -4.687 -1.856  0.11
H: 1.844 -0.138 3.690  0.09

Values from the calculation:
electronic energy	-71469.126	eV
HOMO energy	-8.86	eV
molar mass	762.24	g mol⁻¹
charge	+1
multiplicity	1
gap between HOMO and LUMO	4.97	eV